Below is the molecule C4H3NOS, with properties calculated with the ωB97M-V functional and the def2-TZVPD basis.

- ΔE to the lowest compared entry with this formula, charge and spin: 65.8 kcal per mole
- Total charge: 0
- Orbital gap: 8.55 eV
- DFT total energy: -682.265810 Eh
- SMILES string: N#CC1=CSCO1
- Maximum force: 7.4 eV Å⁻¹
- LUMO energy: -0.11 eV

Each line ends with the Mulliken charge.
Positions of all 10 atoms, in Å:
N1 -3.344 0.022 -0.291  -0.4158
C1 -2.191 0.328 -0.014  0.0187
C2 -0.667 0.263 0.160  0.4871
C3 0.163 1.371 0.245  -0.2544
S1 1.815 0.519 -0.246  -0.1503
C4 1.203 -1.049 0.030  -0.2360
O1 -0.207 -0.952 -0.071  -0.2833
H1 0.072 2.581 -0.184  0.3092
H2 1.448 -1.460 1.157  0.2406
H3 1.709 -1.625 -0.786  0.2841



Below is C12H35CdN3O5 as an isolated structure, with properties calculated with the ωB97M-V functional and the def2-TZVPD basis.

- ΔE to the lowest compared entry with this formula, charge and spin: 21.8 kcal per mole
- Total charge: 0
- Orbital gap: 8.39 eV
- DFT total energy: -1186.328564 Eh
- Maximum force: 3.0 eV Å⁻¹
- LUMO energy: 0.43 eV

Each line ends with the Mulliken charge.
Positions of all 56 atoms, in Å:
Cd1 -0.886 -0.561 -1.173  1.5392
O1 -0.241 1.186 -0.376  -0.7450
H1 -0.361 2.116 -0.518  -0.0540
O2 -0.562 -2.500 -0.962  -0.8689
H2 -0.600 -3.325 -1.420  0.0445
C1 -1.063 1.568 -3.917  -1.4059
C2 -1.229 0.068 -4.105  0.3688
C3 0.092 -0.669 -4.099  -0.7686
O3 0.680 -0.565 -2.802  -0.2731
C4 1.875 -1.289 -2.663  -0.7648
N1 -2.133 -0.459 -3.023  -0.7547
H3 -0.453 1.882 -3.072  0.1761
H4 -2.026 2.082 -3.871  0.3967
H5 -0.586 1.972 -4.816  0.4410
H6 -1.708 -0.060 -5.080  0.3407
H7 0.772 -0.320 -4.881  0.3955
H8 -0.026 -1.751 -4.256  0.4377
H9 2.232 -1.213 -1.634  0.2066
H10 2.653 -0.942 -3.345  0.2766
H11 1.719 -2.372 -2.734  0.2640
H12 -2.426 -1.413 -3.257  0.2622
H13 -3.021 0.007 -3.232  0.2919
C5 2.470 0.368 2.905  -1.3129
C6 2.890 1.154 1.680  0.4861
C7 4.411 1.237 1.570  -0.7063
O4 4.915 1.959 2.660  -0.2952
C8 6.309 1.861 2.824  -0.7565
N2 2.387 0.448 0.491  -0.3712
H14 2.911 0.778 3.816  0.3605
H15 2.832 -0.653 2.751  0.3310
H16 1.394 0.328 3.068  0.1586
H17 2.446 2.158 1.746  0.3686
H18 4.721 1.624 0.594  0.3747
H19 4.723 0.182 1.609  0.3221
H20 6.522 2.202 3.838  0.2399
H21 6.862 2.491 2.124  0.2676
H22 6.627 0.815 2.791  0.3424
H23 1.379 0.654 0.406  -0.0008
H24 2.720 0.935 -0.343  0.2267
C9 -1.244 -1.012 2.159  -1.6673
C10 -2.563 -1.192 1.409  0.3417
C11 -3.769 -0.836 2.268  -0.7922
O5 -4.951 -0.985 1.504  -0.3246
C12 -6.092 -0.452 2.156  -0.7553
N3 -2.579 -0.378 0.162  -0.4731
H25 -0.430 -1.116 1.440  0.3264
H26 -1.173 -1.675 3.018  0.5227
H27 -1.096 0.009 2.532  0.3898
H28 -2.576 -2.241 1.106  0.2460
H29 -3.689 0.181 2.676  0.3987
H30 -3.819 -1.532 3.120  0.4286
H31 -6.946 -0.722 1.534  0.2481
H32 -6.049 0.643 2.104  0.3178
H33 -6.194 -0.834 3.172  0.2983
H34 -3.564 -0.440 -0.113  0.3415
H35 -2.488 0.599 0.457  0.3111



Below is C26H31N2O6P2SSbSe4W as an isolated structure, with properties calculated with the ωB97M-V functional and the def2-TZVPD basis.

- ΔE to the lowest compared entry with this formula, charge and spin: 11.5 kcal per mole
- Total charge: 0
- Orbital gap (alpha / beta): 6.05 / 6.13 eV
- DFT total energy: -12564.348309 Eh
- Spin multiplicity: 3
- Maximum force: 2.2 eV Å⁻¹
- ⟨S²⟩: 2.020
- LUMO energy (alpha / beta): -1.44 / -1.40 eV

Each line ends with the Mulliken charge.
Positions of all 74 atoms, in Å:
W1 0.649 0.602 0.253  -0.5332
C1 2.567 -3.541 -0.669  -0.3385
O1 1.676 -3.973 0.371  -0.4919
C2 1.733 -3.289 1.547  -0.5511
C3 2.184 -3.935 2.684  -0.3534
C4 2.108 -3.334 3.943  -0.8643
C5 1.542 -2.090 4.080  -1.0928
C6 1.089 -1.406 2.943  0.3966
C7 0.265 -0.248 3.082  -0.8295
N1 -0.236 0.435 2.100  1.0785
N2 -1.197 1.381 2.447  -1.2349
C8 -1.586 2.020 1.367  0.6910
O2 -1.130 1.715 0.182  -0.2657
C9 -2.466 3.191 1.533  0.2144
C10 -2.751 3.700 2.797  -0.2961
C11 -3.563 4.814 2.921  -0.7625
C12 -4.095 5.422 1.790  -0.3994
C13 -3.808 4.917 0.530  -0.9350
C14 -2.993 3.804 0.402  -0.1119
C15 1.236 -1.981 1.670  0.7421
O3 0.825 -1.320 0.598  1.6369
H1 3.587 -3.862 -0.444  0.3496
H2 2.552 -2.461 -0.789  -0.0667
H3 2.225 -4.022 -1.582  0.1532
H4 2.582 -4.934 2.567  0.5062
H5 2.471 -3.861 4.815  0.4163
H6 1.425 -1.636 5.056  0.4809
H7 -0.077 0.030 4.076  0.5230
H8 -2.324 3.225 3.669  0.4561
H9 -3.776 5.216 3.903  0.4131
H10 -4.726 6.295 1.892  0.3956
H11 -4.211 5.396 -0.353  0.4154
H12 -2.737 3.416 -0.575  0.3901
C16 1.623 0.124 -3.257  -1.3417
P1 0.235 -0.101 -2.117  2.2772
C17 -1.058 0.953 -2.832  -1.2077
C18 -0.320 -1.819 -2.324  0.3318
C19 0.171 -2.631 -3.342  -0.8848
C20 -0.270 -3.940 -3.458  -0.7325
C21 -1.198 -4.448 -2.559  -0.8789
C22 -1.694 -3.642 -1.546  -0.9187
C23 -1.261 -2.327 -1.419  0.0586
P2 -1.852 -1.187 -0.120  1.8795
C24 -3.581 -0.860 -0.630  -1.5452
C25 -2.082 -2.266 1.337  -1.6960
H13 2.417 -0.593 -3.049  0.3160
H14 2.032 1.124 -3.096  0.1593
H15 1.288 0.043 -4.292  0.5411
H16 -1.276 0.631 -3.850  0.5160
H17 -0.673 1.972 -2.829  0.4119
H18 -1.958 0.929 -2.222  0.0079
H19 0.909 -2.256 -4.039  0.3921
H20 0.120 -4.568 -4.248  0.4268
H21 -1.528 -5.475 -2.644  0.4190
H22 -2.409 -4.046 -0.840  0.3836
H23 -4.143 -1.784 -0.769  0.4428
H24 -3.590 -0.297 -1.563  0.3652
H25 -4.066 -0.255 0.138  0.5151
H26 -2.941 -2.925 1.209  0.6307
H27 -2.250 -1.650 2.221  0.4058
H28 -1.187 -2.869 1.490  0.3674
C26 2.978 3.989 -0.079  -0.5170
S1 1.348 3.356 0.024  1.3377
O4 0.445 4.462 0.102  -0.6272
O5 1.311 2.416 1.212  -0.7577
O6 1.094 2.382 -1.096  -0.6486
H29 3.434 3.884 0.903  0.3229
H30 2.905 5.030 -0.380  0.4423
H31 3.536 3.427 -0.821  -0.4095
Se1 4.345 2.651 -3.375  -0.5133
Sb1 5.050 1.266 -1.523  0.8434
Se2 5.421 -0.431 -3.240  -0.4086
Se3 6.587 1.888 0.182  -0.5410
Se4 3.051 0.154 -0.070  -0.2983



Below is an isolated ion of composition C19H32N3O3 and charge +1, with properties calculated with the ωB97M-V functional and the def2-TZVPD basis.

- ΔE to the lowest compared entry with this formula, charge and spin: 0.0 kcal per mole
- Total charge: +1
- Orbital gap: 8.85 eV
- DFT total energy: -1132.963693 Eh
- SMILES string: CCCN1CC[NH+](CC(=O)Nc2cc(OCC)ccc2OCC)CC1
- Maximum force: 0.9 eV Å⁻¹
- LUMO energy: -2.01 eV

Each line ends with the Mulliken charge.
Positions of all 57 atoms, in Å:
C1 -7.950 -0.542 0.944  -1.4010
C2 -6.492 -0.103 0.885  -0.2084
C3 -5.668 -1.065 0.031  -0.8280
N1 -4.237 -0.833 0.171  0.0958
C4 -3.779 0.372 -0.490  -0.8231
C5 -2.339 0.658 -0.074  -0.6586
N2 -1.482 -0.479 -0.459  0.2119
C6 -0.040 -0.242 -0.300  -1.1179
C7 0.527 -0.315 -1.731  0.5923
O1 -0.282 -0.518 -2.631  -0.7231
N3 1.831 -0.192 -1.910  -0.0120
C8 2.838 0.068 -0.942  0.0116
C9 3.903 -0.809 -0.864  -0.4601
C10 4.964 -0.584 0.017  0.4773
O2 5.938 -1.510 0.012  -0.3877
C11 7.066 -1.344 0.862  -0.2840
C12 7.994 -2.524 0.628  -1.4425
C13 4.927 0.559 0.812  -0.5307
C14 3.866 1.442 0.727  -1.0642
C15 2.807 1.222 -0.143  0.8186
O3 1.725 2.051 -0.283  -0.3894
C16 1.818 3.379 0.224  -0.4826
C17 0.605 4.149 -0.273  -1.3381
C18 -1.982 -1.720 0.162  -0.7002
C19 -3.429 -1.954 -0.263  -0.8573
H1 -8.378 -0.579 -0.055  0.3458
H2 -8.038 -1.528 1.392  0.3611
H3 -8.531 0.158 1.538  0.3832
H4 -6.071 -0.084 1.891  0.3376
H5 -6.445 0.908 0.477  0.2915
H6 -5.864 -2.082 0.378  0.4232
H7 -5.984 -1.001 -1.022  0.2969
H8 -4.405 1.208 -0.178  0.4157
H9 -3.835 0.290 -1.591  0.3186
H10 -1.975 1.559 -0.568  0.4016
H11 -2.289 0.782 1.010  0.4221
H12 -1.530 -0.590 -1.530  0.5511
H13 0.162 0.746 0.116  0.4422
H14 0.432 -0.996 0.331  0.4240
H15 2.155 -0.322 -2.862  0.3149
H16 3.934 -1.684 -1.493  0.5257
H17 6.740 -1.316 1.911  0.3708
H18 7.577 -0.403 0.622  0.3778
H19 7.482 -3.454 0.860  0.3334
H20 8.871 -2.433 1.262  0.4195
H21 8.308 -2.551 -0.411  0.3351
H22 5.726 0.781 1.500  0.4328
H23 3.879 2.322 1.349  0.4103
H24 1.834 3.361 1.321  0.3841
H25 2.740 3.846 -0.138  0.4697
H26 -0.311 3.734 0.143  0.2466
H27 0.685 5.187 0.033  0.4308
H28 0.553 4.104 -1.357  0.3305
H29 -1.357 -2.557 -0.154  0.4855
H30 -1.933 -1.611 1.248  0.4274
H31 -3.793 -2.862 0.219  0.4662
H32 -3.470 -2.105 -1.357  0.3258



Below is the molecule C5H8N2, with properties calculated with the ωB97M-V functional and the def2-TZVPD basis.

- ΔE to the lowest compared entry with this formula, charge and spin: 88.3 kcal per mole
- Total charge: 0
- Orbital gap: 9.77 eV
- DFT total energy: -304.694840 Eh
- SMILES string: C[C@@]1(CC#N)CN1
- Maximum force: 2.0 eV Å⁻¹
- LUMO energy: 0.76 eV

Each line ends with the Mulliken charge.
Positions of all 15 atoms, in Å:
C1 -1.022 1.101 -0.144  -1.5459
C2 -0.238 -0.204 -0.097  0.8049
C3 1.200 -0.143 -0.535  -0.4967
C4 2.015 0.803 0.240  0.2606
N1 2.668 1.560 0.825  -0.4196
C5 -0.654 -1.466 0.954  -0.7253
N2 -0.979 -1.345 -0.455  -0.5705
H1 -0.477 1.965 0.247  0.4123
H2 -1.239 1.284 -1.205  0.3999
H3 -1.979 1.025 0.386  0.3967
H4 1.207 0.166 -1.583  0.2709
H5 1.639 -1.140 -0.457  0.3604
H6 -0.419 -0.407 1.390  0.3239
H7 0.232 -2.097 1.043  0.2138
H8 -1.953 -1.104 -0.610  0.3146



Below is the molecule C2H3F3OS, with properties calculated with the ωB97M-V functional and the def2-TZVPD basis.

- ΔE to the lowest compared entry with this formula, charge and spin: 1.1 kcal per mole
- Total charge: 0
- Orbital gap: 10.46 eV
- DFT total energy: -850.986172 Eh
- SMILES string: COSC(F)(F)F
- Maximum force: 2.9 eV Å⁻¹
- LUMO energy: 0.73 eV

Each line ends with the Mulliken charge.
Positions of all 10 atoms, in Å:
C1 0.957 0.441 1.371  -0.4383
O1 0.945 -0.677 0.524  -0.2803
S1 0.787 -0.544 -1.101  0.0279
C2 -1.087 -0.368 -1.391  0.6408
F1 -1.644 -1.548 -1.045  -0.2122
F2 -1.610 0.597 -0.610  -0.2152
F3 -1.338 -0.074 -2.662  -0.2067
H1 1.095 0.087 2.512  0.1932
H2 0.009 1.048 1.260  0.2383
H3 1.887 1.038 1.143  0.2525